15 unconnected molecules or ions with the total composition C40H115N5O15 at a distorted geometry, computed with the ωB97M-V functional and the def2-TZVPD basis.

Bonds (Å) are listed after each position.
Atoms and positions in Å:
1 C -9.834 13.852 -10.720  C4 1.502, C30 1.521, O72 1.424, H138 1.090
2 C -3.182 9.118 -13.992  H45 1.090, C119 1.534, H128 1.090, H149 1.090
3 H -5.703 15.621 -13.688  C17 1.090
4 C -10.277 14.880 -11.721  C1 1.502, H19 1.090, H21 1.090, H172 1.090
5 H -12.597 11.815 -15.169  C7 1.090
6 O -5.837 10.172 -8.548  C81 1.438, C104 1.447
7 C -11.985 11.924 -14.274  H5 1.090, H12 1.090, O26 1.440, H148 1.090
8 H -10.095 9.290 -14.636  C71 1.090
9 H -2.102 13.654 -10.192  C65 1.090
10 H -8.676 7.242 -20.771  C24 1.090
11 H -4.611 11.889 -10.925  C169 1.090
12 H -11.679 12.966 -14.191  C7 1.090
13 H 2.567 7.837 -16.715  C145 1.090
14 C -10.219 11.267 -17.711  H75 1.090, H89 1.090, C125 1.483, H170 1.090
15 C -12.063 14.393 -16.996  H55 1.090, H97 1.090, C101 1.645, O133 1.407
16 H -9.670 12.340 -11.858  O72 0.960
17 C -6.435 14.899 -14.052  H3 1.090, H36 1.090, O105 1.436, H117 1.090
18 H -6.231 8.965 -17.011  C90 1.090
19 H -9.932 14.466 -12.668  C4 1.090
20 H -1.113 8.156 -18.645  C93 1.090
21 H -9.766 15.824 -11.532  C4 1.090
22 H -6.823 9.862 -20.316  O166 0.960
23 N -8.495 11.942 -13.671  C49 1.458, H54 1.010, H155 1.010
24 C -7.659 7.425 -21.119  H10 1.090, H82 1.090, C137 1.518, H163 1.090
25 H -4.437 4.974 -16.197  O122 0.960
26 O -10.843 11.058 -14.414  C7 1.440, C71 1.413
27 C -5.247 6.630 -15.831  H67 1.090, H86 1.090, O122 1.375, H123 1.090
28 H -10.544 8.187 -17.522  C150 1.090
29 H -12.162 16.193 -18.347  C101 1.090
30 C -8.343 14.023 -10.471  C1 1.521, H50 1.090, H63 1.090, H113 1.090
31 H -4.616 8.789 -19.958  C84 1.090
32 H -8.247 10.209 -9.811  C88 1.090
33 H -5.003 8.648 -21.612  C84 1.090
34 H -2.337 8.959 -17.648  C93 1.090
35 O -3.417 14.721 -12.095  C100 1.403, H171 0.960
36 H -5.867 14.075 -14.485  C17 1.090
37 H -14.791 15.429 -16.936  C70 1.090
38 H -2.356 9.794 -11.290  C91 1.090
39 N -8.322 9.789 -7.164  H40 1.010, C77 1.450, H80 1.010
40 H -8.192 9.520 -6.199  N39 1.010
41 H -9.190 7.193 -18.081  C150 1.090
42 H 0.049 9.535 -19.980  N157 1.010
43 H 2.716 9.536 -16.200  C145 1.090
44 H -7.020 12.916 -18.499  C57 1.090
45 H -3.581 10.091 -13.706  C2 1.090
46 H -7.229 14.908 -16.930  O165 0.960
47 H -11.167 12.089 -20.595  O121 0.960
48 H -13.066 9.535 -13.810  C106 1.090
49 C -7.171 11.334 -13.704  N23 1.458, C61 1.571, C120 1.628, H162 1.090
50 H -8.076 13.416 -9.605  C30 1.090
51 H -1.440 7.798 -13.393  C119 1.090
52 H -9.720 9.283 -9.436  C88 1.090
53 H -4.721 7.150 -20.752  C84 1.090
54 H -8.537 12.549 -14.477  N23 1.010
55 H -12.642 13.493 -16.793  C15 1.090
56 C -2.542 12.794 -15.229  H68 1.090, H132 1.090, O147 1.418, H151 1.090
57 C -6.347 13.752 -18.311  H44 1.090, H83 1.090, H144 1.090, O165 1.393
58 H -8.953 8.325 -16.782  C150 1.090
59 O 1.145 9.115 -17.477  C66 1.393, C145 1.428
60 H -1.318 8.325 -11.197  C91 1.090
61 C -7.046 10.589 -15.081  C49 1.571, H85 1.090, O130 1.421, H136 1.090
62 H -1.267 11.206 -18.106  C102 1.090
63 H -7.584 13.841 -11.231  C30 1.090
64 H -12.437 8.503 -11.748  C139 1.090
65 C -3.092 14.015 -9.916  H9 1.090, C100 1.549, H140 1.090, H146 1.090
66 C 0.291 10.180 -17.199  O59 1.393, H99 1.090, C102 1.517, H103 1.090
67 H -5.777 7.130 -15.020  C27 1.090
68 H -2.500 13.085 -16.279  C56 1.090
69 H -12.894 10.274 -19.690  C87 1.090
70 C -14.081 16.060 -17.471  H37 1.090, C101 1.538, H173 1.090, H174 1.090
71 C -11.103 9.699 -14.701  H8 1.090, O26 1.413, C106 1.545, H154 1.090
72 O -10.225 12.537 -11.100  C1 1.424, H16 0.960
73 H -3.057 8.241 -11.459  C91 1.090
74 H -3.965 9.609 -7.807  C81 1.090
75 H -9.342 11.889 -17.889  C14 1.090
76 H -11.608 10.008 -11.814  C139 1.090
77 C -7.870 8.825 -8.149  N39 1.450, C88 1.586, C104 1.578, H175 1.090
78 N -13.107 14.510 -19.228  C101 1.482, H109 1.010, H112 1.010
79 N -12.497 7.632 -14.167  C106 1.473, H131 1.010, H142 1.010
80 H -7.733 10.596 -7.314  N39 1.010
81 C -4.403 10.132 -8.657  O6 1.438, H74 1.090, H124 1.090, H164 1.090
82 H -7.704 8.160 -21.923  C24 1.090
83 H -5.903 14.037 -19.265  C57 1.090
84 C -5.152 8.146 -20.656  H31 1.090, H33 1.090, H53 1.090, C137 1.585
85 H -7.461 11.246 -15.845  C61 1.090
86 H -5.982 6.467 -16.619  C27 1.090
87 C -12.384 10.396 -18.735  H69 1.090, H96 1.090, C125 1.526, H160 1.090
88 C -8.632 9.245 -9.476  H32 1.090, H52 1.090, C77 1.586, H135 1.090
89 H -9.818 10.396 -17.192  C14 1.090
90 C -5.716 9.921 -16.913  H18 1.090, H98 1.090, O130 1.459, H152 1.090
91 C -2.156 8.805 -11.703  H38 1.090, H60 1.090, H73 1.090, C119 1.553
92 H -10.761 8.437 -12.167  C139 1.090
93 C -1.655 9.088 -18.488  H20 1.090, H34 1.090, C102 1.556, H161 1.090
94 H -6.788 11.051 -11.482  C120 1.090
95 H -10.421 5.924 -16.678  O167 0.960
96 H -13.077 11.020 -18.171  C87 1.090
97 H -11.168 14.041 -17.510  C15 1.090
98 H -4.677 9.781 -17.213  C90 1.090
99 H -0.206 10.042 -16.239  C66 1.090
100 C -4.026 13.888 -11.145  O35 1.403, C65 1.549, H143 1.090, C169 1.530
101 C -12.833 15.382 -18.061  C15 1.645, H29 1.090, C70 1.538, N78 1.482
102 C -0.698 10.307 -18.343  H62 1.090, C66 1.517, C93 1.556, N157 1.449
103 H 0.864 11.102 -17.101  C66 1.090
104 C -6.294 8.838 -8.225  O6 1.447, C77 1.578, H126 1.090, H156 1.090
105 O -7.088 15.523 -15.169  C17 1.436, H134 0.960
106 C -12.118 8.999 -13.769  H48 1.090, C71 1.545, N79 1.473, C139 1.537
107 H -5.944 9.793 -12.431  C120 1.090
108 O -0.988 9.730 -13.654  H111 0.960, C119 1.380
109 H -12.196 14.191 -19.525  N78 1.010
110 H -10.410 10.370 -19.602  C125 1.090
111 H -0.326 9.796 -12.961  O108 0.960
112 H -13.606 13.682 -18.935  N78 1.010
113 H -8.147 15.019 -10.074  C30 1.090
114 H 1.586 8.580 -15.422  C145 1.090
115 H -4.944 12.436 -12.430  C169 1.090
116 H 0.792 10.767 -19.565  N157 1.010
117 H -7.100 14.615 -13.237  C17 1.090
118 H -1.211 11.358 -14.787  O147 0.960
119 C -1.893 8.776 -13.233  C2 1.534, H51 1.090, C91 1.553, O108 1.380
120 C -6.816 10.445 -12.387  C49 1.628, H94 1.090, H107 1.090, H159 1.090
121 O -11.169 12.203 -19.642  H47 0.960, C125 1.395
122 O -4.633 5.477 -15.402  H25 0.960, C27 1.375
123 H -4.526 7.406 -16.090  C27 1.090
124 H -3.976 11.133 -8.719  C81 1.090
125 C -11.001 11.007 -18.944  C14 1.483, C87 1.526, H110 1.090, O121 1.395
126 H -5.862 8.646 -7.243  C104 1.090
127 H -6.700 7.398 -19.215  C137 1.090
128 H -4.025 8.517 -13.650  C2 1.090
129 H -9.720 14.620 -15.809  C168 1.090
130 O -5.713 10.443 -15.550  C61 1.421, C90 1.459
131 H -13.029 7.651 -15.026  N79 1.010
132 H -3.222 11.954 -15.371  C56 1.090
133 O -11.777 15.020 -15.770  C15 1.407, C168 1.413
134 H -7.434 16.316 -14.754  O105 0.960
135 H -8.429 8.512 -10.256  C88 1.090
136 H -7.547 9.621 -15.097  C61 1.090
137 C -6.640 7.975 -20.138  C24 1.518, C84 1.585, H127 1.090, O166 1.375
138 H -10.303 14.096 -9.766  C1 1.090
139 C -11.663 9.034 -12.301  H64 1.090, H76 1.090, H92 1.090, C106 1.537
140 H -3.389 13.497 -9.003  C65 1.090
141 H -10.205 16.277 -16.351  C168 1.090
142 H -11.753 6.952 -14.232  N79 1.010
143 H -5.048 14.177 -10.898  C100 1.090
144 H -5.654 13.250 -17.637  C57 1.090
145 C 2.016 8.728 -16.413  H13 1.090, H43 1.090, O59 1.428, H114 1.090
146 H -2.801 15.045 -9.711  C65 1.090
147 O -1.246 12.307 -14.923  C56 1.418, H118 0.960
148 H -12.686 11.743 -13.459  C7 1.090
149 H -3.015 9.074 -15.068  C2 1.090
150 C -9.671 7.619 -17.200  H28 1.090, H41 1.090, H58 1.090, O167 1.409
151 H -2.908 13.655 -14.670  C56 1.090
152 H -6.148 10.599 -17.648  C90 1.090
153 H -3.206 12.049 -12.114  C169 1.090
154 H -11.367 9.689 -15.758  C71 1.090
155 H -9.207 11.301 -13.991  N23 1.010
156 H -5.867 8.056 -8.852  C104 1.090
157 N -0.168 10.475 -19.680  H42 1.010, C102 1.449, H116 1.010
158 H -10.241 15.828 -14.691  C168 1.090
159 H -7.577 9.701 -12.149  C120 1.090
160 H -12.258 9.477 -18.162  C87 1.090
161 H -2.294 9.334 -19.335  C93 1.090
162 H -6.428 12.127 -13.626  C49 1.090
163 H -7.163 6.522 -21.473  C24 1.090
164 H -4.288 9.495 -9.534  C81 1.090
165 O -7.069 14.861 -17.875  H46 0.960, C57 1.393
166 O -7.093 9.192 -19.684  H22 0.960, C137 1.375
167 O -9.971 6.643 -16.230  H95 0.960, C150 1.409
168 C -10.429 15.439 -15.691  H129 1.090, O133 1.413, H141 1.090, H158 1.090
169 C -4.126 12.470 -11.710  H11 1.090, C100 1.530, H115 1.090, H153 1.090
170 H -10.799 11.779 -16.943  C14 1.090
171 H -2.537 14.397 -12.303  O35 0.960
172 H -11.359 14.992 -11.800  C4 1.090
173 H -14.584 16.653 -18.234  C70 1.090
174 H -13.690 16.820 -16.795  C70 1.090
175 H -8.342 7.895 -7.833  C77 1.090

As for the energy above the lowest of the compared OMol25 structures with the same formula, charge and spin: 126.79 kcal/mol. Its HOMO energy is -0.31176 Eh. For the total energy, the calculation gives -2995.0642 hartree. The largest force on an atom is 0.0520 hartree/bohr. Its HOMO-LUMO gap is 8.74 eV.